Formula: C7H28O7
Source: the Open Molecules 2025 dataset
Level of theory: ωB97M-V with the def2-TZVPD basis set

Element x y z (Å)
1 C 11.3797 27.5118 -9.4875
2 O 12.6035 27.8271 -10.1316
3 H 10.7220 27.0836 -10.2439
4 H 11.5476 26.6542 -8.8360
5 H 10.8962 28.3139 -8.9299
6 H 12.3797 28.4405 -10.8353
7 C 8.7880 27.4703 -4.3020
8 O 9.4998 28.3295 -3.3981
9 H 7.9775 28.0432 -4.7525
10 H 9.3492 27.0337 -5.1281
11 H 8.3178 26.6318 -3.7881
12 H 8.8629 28.8156 -2.8692
13 C 13.7769 27.1924 0.9713
14 O 13.5845 26.9119 2.3700
15 H 13.3258 28.1685 0.7929
16 H 14.8290 27.1187 0.6961
17 H 13.2408 26.4523 0.3772
18 H 14.1330 27.5420 2.8429
19 C 15.8138 30.7824 -5.5151
20 O 15.5434 30.4299 -4.1153
21 H 14.9085 30.5965 -6.0931
22 H 16.0914 31.8313 -5.6192
23 H 16.5660 30.1097 -5.9273
24 H 15.0202 29.6290 -4.0350
25 C 13.3881 25.9032 -3.8211
26 O 13.1601 27.2794 -3.5492
27 H 14.4276 25.6836 -4.0646
28 H 13.0555 25.2407 -3.0220
29 H 12.7595 25.6375 -4.6711
30 H 12.2116 27.4134 -3.4853
31 C 18.6272 27.4009 -2.1490
32 O 18.9284 28.4303 -1.1742
33 H 19.0169 27.7313 -3.1118
34 H 19.1136 26.4531 -1.9184
35 H 17.5561 27.3307 -2.3381
36 H 18.7164 29.2662 -1.5960
37 C 15.3889 22.3005 0.2932
38 O 14.7916 21.0399 0.5599
39 H 15.2579 23.0502 1.0736
40 H 16.4691 22.2400 0.1606
41 H 14.9892 22.7557 -0.6129
42 H 13.8538 21.1140 0.7510

## Properties
E_tot   -810.0078 Eh
Energy above the lowest of the compared OMol25 structures with the same formula, charge and spin   4.444 eV
F_max   1.9 eV/A
Total charge   0
SMILES   CO.CO.CO.CO.CO.CO.CO
HOMO   -10.215 eV

=====

Formula: C7H29NO8
Source: the Open Molecules 2025 dataset
Level of theory: ωB97M-V with the def2-TZVPD basis set

Element x y z (Å)
1 C 1.7870 -2.2536 -0.9862
2 C 1.2261 -1.0522 -1.8720
3 C 0.0571 -0.4520 -1.1097
4 C -1.1522 -0.8973 -1.5065
5 C -2.3661 -0.5376 -0.6381
6 C 0.5974 1.7134 -0.1533
7 C 0.1635 0.4278 0.0113
8 N 2.8322 -1.6793 -0.1654
9 H 1.0122 -2.6575 -0.3601
10 H 2.1309 -2.9384 -1.7529
11 H 2.1076 -0.3665 -2.0614
12 H 0.8587 -1.3552 -2.8330
13 H -1.2834 -1.5717 -2.4428
14 H -3.2212 -1.2863 -0.3833
15 H -2.0918 -0.1364 0.3081
16 H -3.0829 0.1687 -1.1595
17 H 1.1093 1.9438 -1.1367
18 H 0.6667 2.4507 0.6313
19 H -0.2654 0.1366 0.8787
20 H 3.4161 -2.4111 0.2388
21 H 3.3951 -0.8846 -0.5014
22 H 0.6145 -1.3902 2.8430
23 H 1.7201 -1.0589 1.8184
24 O 1.4146 -0.8298 2.7190
25 H -1.5173 2.4633 -1.8354
26 H -2.9007 2.5639 -1.2981
27 O -2.1428 2.1297 -1.2163
28 H -0.4944 1.2732 -2.9774
29 H 0.5781 2.2015 -3.3891
30 O -0.2843 1.9103 -3.6767
31 H 3.4281 1.7909 -2.0519
32 H 2.1044 1.3644 -2.2425
33 O 2.6091 2.2264 -2.4929
34 H 0.2591 1.6258 3.9811
35 H 0.8416 0.7713 3.0053
36 O 0.3340 1.6471 3.0754
37 H -2.9611 2.0147 1.4687
38 H -1.3966 1.8648 1.7440
39 O -2.3529 1.6437 2.0950
40 H -1.8989 -0.6607 3.7183
41 H -1.5764 -0.0307 2.4016
42 O -1.4859 -0.8901 2.9654
43 H -0.8564 -3.5897 2.5885
44 H -1.2490 -2.3067 1.9555
45 O -0.6839 -3.0953 1.7954

## Properties
E_tot   -940.6514 Eh
Energy above the lowest of the compared OMol25 structures with the same formula, charge and spin   4.185 eV
F_max   5.9 eV/A
Total charge   0
SMILES   C=C/C(=C\C)CCN.O.O.O.O.O.O.O.O
HOMO   -8.600 eV

=====

Formula: C7H30N2O11
Source: the Open Molecules 2025 dataset
Level of theory: ωB97M-V with the def2-TZVPD basis set

Element x y z (Å)
1 C 5.5580 2.7329 4.7101
2 O 4.3724 2.7640 4.9560
3 N 5.9227 2.4043 3.5104
4 N 6.5532 3.0478 5.4103
5 H 5.1041 2.0675 3.0241
6 H 6.8398 1.9951 3.4025
7 H 6.3041 3.4476 6.3037
8 H 7.4711 2.8549 5.0356
9 C 0.6876 -4.3322 5.6113
10 C 1.1286 -3.1407 4.7237
11 O 0.2178 -2.0883 4.8190
12 O 0.4176 -3.9658 6.9627
13 H 1.4574 -5.0978 5.7087
14 H -0.1537 -4.8754 5.1809
15 H 1.1248 -3.4246 3.6713
16 H 2.1537 -2.8208 4.9102
17 H 0.4885 -1.3857 4.2235
18 H -0.1855 -3.2357 6.8054
19 C -2.3976 -1.7079 -6.6437
20 C -2.0041 -1.7806 -8.1594
21 O -1.4868 -0.5739 -8.6609
22 O -1.2385 -1.3185 -5.9347
23 H -2.8873 -2.5965 -6.2454
24 H -3.0592 -0.8851 -6.3726
25 H -2.8903 -2.0878 -8.7147
26 H -1.3456 -2.6452 -8.2423
27 H -0.7980 -0.7640 -9.3021
28 H -1.0573 -0.3790 -6.0125
29 C -5.2475 1.4186 2.0027
30 C -5.1952 1.4353 0.4962
31 O -5.8128 0.3091 -0.1772
32 O -6.6067 1.5216 2.4488
33 H -4.7027 2.2699 2.4109
34 H -4.8092 0.5390 2.4743
35 H -4.1625 1.2674 0.1903
36 H -5.5764 2.3703 0.0858
37 H -5.4795 -0.5284 0.1530
38 H -7.1223 0.9033 1.9259
39 O 1.6698 -4.2184 -3.1567
40 H 1.1580 -3.4405 -3.3785
41 H 1.1080 -4.9534 -3.4025
42 O 1.3968 0.8695 0.1322
43 H 1.4935 0.0194 -0.2969
44 H 0.9078 1.4011 -0.4958
45 O -1.1992 3.7850 -3.7685
46 H -0.9662 4.6598 -3.4576
47 H -1.9019 3.9343 -4.4011
48 O 4.8193 5.1071 -1.3871
49 H 4.9433 4.7588 -2.2700
50 H 4.9885 4.3628 -0.8095

## Properties
E_tot   -1221.7474 Eh
Energy above the lowest of the compared OMol25 structures with the same formula, charge and spin   0.311 eV
F_max   6.4 eV/A
Total charge   0
SMILES   NC(N)=O.OCCO.OCCO.OCCO.O.O.O.O
HOMO   -9.710 eV

=====

Formula: C7H30O8
Source: the Open Molecules 2025 dataset
Level of theory: ωB97M-V with the def2-TZVPD basis set

Element x y z (Å)
1 C -0.0465 -1.5750 -2.5998
2 C -0.7509 -0.2890 -2.1859
3 C -1.2324 -0.2498 -0.7116
4 C -2.1227 0.9830 -0.3663
5 C -2.4679 0.2999 1.9853
6 C -2.0314 1.2038 1.1172
7 C -1.4997 2.5508 1.5364
8 H 1.0131 -1.4351 -2.4830
9 H -0.4650 -2.4290 -2.0672
10 H -0.3427 -1.8192 -3.6212
11 H -0.1851 0.5954 -2.4743
12 H -1.6726 -0.1927 -2.7680
13 H -1.7779 -1.1774 -0.5999
14 H -0.3084 -0.0456 -0.1679
15 H -3.1640 0.8309 -0.6589
16 H -1.7213 1.8505 -0.8894
17 H -2.3970 0.4797 3.0437
18 H -3.0008 -0.6111 1.7499
19 H -1.0305 2.4326 2.5093
20 H -2.1812 3.4012 1.5188
21 H -0.7461 2.8670 0.8072
22 H 2.4249 -1.8572 3.9689
23 H 2.2355 -0.9048 2.8730
24 O 2.6259 -1.7770 3.0270
25 H 3.6522 0.2204 -1.5609
26 H 2.6026 -0.8001 -1.8908
27 O 3.2764 -0.2590 -2.3101
28 H 1.0551 1.2517 2.5037
29 H -0.1954 0.7802 3.1963
30 O 0.7682 0.7795 3.2952
31 H 1.8444 -0.3687 -4.0266
32 H 2.3530 0.9173 -3.8347
33 O 1.6823 0.5058 -4.4010
34 H 3.5918 -1.4614 1.1074
35 H 3.6262 -0.0197 1.5257
36 O 3.4483 -0.5742 0.7612
37 H -3.3734 -3.0650 -2.3391
38 H -2.3461 -3.0695 -1.1546
39 O -2.7385 -3.5962 -1.8510
40 H 0.9898 2.8598 -2.2102
41 H 0.6952 3.7808 -1.0367
42 O 0.8660 2.8583 -1.2554
43 H -0.3408 -0.9945 5.0080
44 H 0.0510 -1.3408 3.6550
45 O -0.6638 -1.5366 4.2752

## Properties
E_tot   -886.5646 Eh
Energy above the lowest of the compared OMol25 structures with the same formula, charge and spin   1.057 eV
F_max   2.6 eV/A
Total charge   0
SMILES   C=C(C)CCCC.O.O.O.O.O.O.O.O
HOMO   -9.469 eV

=====

Results for gap between HOMO and LUMO: 10.57, 9.01, 9.81, 9.55 (in eV, following the order of the records).